[1]
Molecular formula: C18H31N3O4RbSTa
Method: DFT, the ωB97M-V functional and the def2-TZVPD basis

Each line ends with the natural charge from an NBO analysis.
CARTESIAN COORDINATES (ANGSTROEM)
N: 0.7154 1.8582 0.2708  -0.905
C: 0.9863 2.9553 0.7504  0.942
O: 1.4482 3.9125 1.2552  -0.386
Rb: 3.1890 -1.0726 -0.6654  0.981
Ta: -0.3108 0.3059 -0.3403  2.320
N: 0.4829 -0.0230 -2.1184  -0.798
N: -2.0433 1.2464 -0.3812  -0.715
C: 0.9462 0.7415 -3.3330  0.128
C: -2.5667 2.6191 -0.2031  0.120
C: 1.7105 -0.2115 -4.2688  -0.618
C: -0.2362 1.3612 -4.0791  -0.632
C: 1.8939 1.8240 -2.8338  -0.606
C: -2.4249 2.9826 1.2791  -0.611
C: -4.0343 2.7325 -0.6222  -0.628
C: -1.7600 3.6003 -1.0539  -0.609
H: 2.4796 -0.7741 -3.7137  0.182
H: 2.2085 0.3731 -5.0539  0.251
H: 1.0320 -0.9222 -4.7545  0.226
H: -0.9010 0.6034 -4.4991  0.215
H: 0.1410 1.9518 -4.9220  0.248
H: -0.8313 2.0381 -3.4586  0.218
H: 1.4093 2.5321 -2.1445  0.221
H: 2.2796 2.3918 -3.6925  0.251
H: 2.7700 1.3949 -2.3116  0.180
H: -2.9972 2.2670 1.8851  0.217
H: -2.8291 3.9950 1.4362  0.246
H: -1.3725 2.9646 1.5972  0.198
H: -4.6835 2.1509 0.0364  0.219
H: -4.1692 2.4191 -1.6624  0.222
H: -4.3322 3.7842 -0.5361  0.247
H: -2.2133 4.5995 -0.9385  0.248
H: -1.8135 3.3374 -2.1222  0.219
H: -0.7115 3.6889 -0.7470  0.193
C: -0.3377 -1.2374 -2.4354  -0.430
H: -0.9225 -1.5811 -1.5343  0.189
H: -1.0518 -1.0240 -3.2514  0.245
H: 0.3099 -2.0846 -2.7402  0.241
C: -3.0083 0.1429 -0.1448  -0.435
H: -2.5105 -0.8454 -0.0617  0.200
H: -3.5850 0.3072 0.7879  0.245
H: -3.7243 0.0546 -0.9826  0.247
C: 3.0171 -5.1002 5.2130  -0.650
C: 2.1961 -4.2634 4.2839  0.063
C: 1.2331 -3.4069 4.8173  -0.178
C: 0.5929 -2.4632 4.0178  -0.180
C: 0.8918 -2.4424 2.6375  -0.313
C: 1.7677 -3.3754 2.0663  -0.209
C: 2.4178 -4.2895 2.9019  -0.193
S: 0.9145 -0.8751 1.8409  2.334
O: -0.4066 -0.1514 1.8311  -0.922
O: 2.1410 -0.1885 2.1985  -0.866
O: 0.9080 -1.2820 0.3288  -1.044
H: 3.4081 -4.4883 6.0338  0.246
H: 2.4189 -5.8989 5.6664  0.253
H: 3.8546 -5.5624 4.6873  0.232
H: 1.0197 -3.4495 5.8831  0.246
H: -0.0957 -1.7405 4.4402  0.247
H: 1.9610 -3.3906 0.9904  0.210
H: 3.1287 -4.9919 2.4700  0.238

As for the total charge: +2. For the HOMO energy, the calculation gives -14.9 eV. As for the lowest unoccupied orbital energy: -7.22 eV. For the orbital gap, the calculation gives 7.71 eV.


[2]
Molecular formula: C18H32CuN2O8
Method: DFT, the ωB97M-V functional and the def2-TZVPD basis

Each line ends with the natural charge from an NBO analysis.
CARTESIAN COORDINATES (ANGSTROEM)
Cu: 0.4256 0.2077 0.1870  0.872
C: 2.5435 -3.1692 -1.7477  -0.232
C: 2.4637 -4.5902 -1.6572  0.333
C: 1.0797 -5.1481 -0.9632  0.328
O: 0.8422 -6.3684 -1.0222  -0.671
C: 0.1033 -4.1329 -0.4438  -0.287
C: 0.4000 -2.8122 -0.5949  0.244
C: 1.6344 -2.3020 -1.2960  0.225
O: 1.8962 -1.0231 -1.3469  -0.766
O: -0.4846 -1.9814 -0.0530  -0.853
O: 3.2933 -5.3406 -2.1129  -0.625
H: 3.3601 -2.7598 -2.3238  0.188
H: -0.7796 -4.4968 0.0606  0.197
C: -0.0316 -0.3671 3.5452  -0.243
O: -0.5259 0.1302 2.3054  -0.568
C: -1.9333 0.4793 2.2907  -0.062
C: -2.5428 0.3582 0.8861  -0.246
N: -1.6661 1.0491 -0.0369  -0.636
C: -2.0900 0.9135 -1.4427  -0.251
C: -3.5452 1.1584 -1.8331  -0.082
O: -4.2974 -0.0342 -1.5442  -0.544
C: -5.6857 0.1060 -1.7101  -0.248
H: 1.0472 -0.5214 3.5706  0.202
H: -0.5035 -1.3446 3.6447  0.188
H: -0.2895 0.3086 4.3606  0.149
H: -2.0537 1.4550 2.7615  0.152
H: -2.5307 -0.2176 2.8784  0.179
H: -3.5492 0.7740 0.9344  0.162
H: -2.7001 -0.6647 0.5442  0.256
H: -1.9871 1.9943 0.1167  0.333
H: -1.7973 -0.0470 -1.8667  0.248
H: -1.5808 1.6181 -2.1003  0.196
H: -3.5874 1.3941 -2.8965  0.175
H: -3.9175 1.9614 -1.1969  0.148
H: -5.9329 0.5530 -2.6730  0.160
H: -6.1719 0.6171 -0.8791  0.158
H: -6.1579 -0.8752 -1.7590  0.191
C: 1.0788 1.7081 -3.0212  -0.243
O: 0.8120 1.7578 -1.6254  -0.539
C: 1.0193 3.0791 -1.1259  -0.074
C: 0.7414 3.1024 0.3652  -0.229
N: 1.2750 1.9661 1.2004  -0.654
C: 2.7905 1.8945 1.2406  -0.241
C: 3.2174 0.6345 2.0384  -0.059
O: 2.4943 -0.5028 1.5310  -0.540
C: 3.0996 -1.7583 1.8675  -0.265
H: 2.1232 1.7823 -3.3241  0.181
H: 0.4933 2.5119 -3.4675  0.144
H: 0.6925 0.7986 -3.4813  0.218
H: 0.3594 3.8168 -1.5824  0.165
H: 1.9962 3.5054 -1.3538  0.168
H: -0.3310 3.1276 0.5588  0.193
H: 1.0522 4.0652 0.7706  0.164
H: 0.9030 2.2215 2.1040  0.365
H: 3.1801 2.8056 1.6949  0.163
H: 3.2240 1.8326 0.2425  0.219
H: 3.0060 0.7444 3.1021  0.154
H: 4.2795 0.4519 1.8749  0.180
H: 3.3655 -1.9450 2.9079  0.152
H: 4.0059 -1.9541 1.2945  0.180
H: 2.3744 -2.5276 1.6022  0.230

As for the total charge: -1. For the HOMO energy (alpha / beta), the calculation gives -0.6 / -2.5 eV. Its spin multiplicity is 3. As for the lowest unoccupied orbital energy (alpha / beta): 2.02 / 2.02 eV. For the orbital gap (alpha / beta), the calculation gives 2.64 / 4.53 eV.


[3]
Molecular formula: C18H32InN2O8
Method: DFT, the ωB97M-V functional and the def2-TZVPD basis

Each line ends with the natural charge from an NBO analysis.
CARTESIAN COORDINATES (ANGSTROEM)
In: -0.3892 0.9504 0.7202  0.833
C: 2.1957 -0.4455 -3.4704  -0.394
C: 1.5180 -0.4126 -2.1263  0.433
C: 2.5041 -0.9614 -0.8797  0.412
O: 2.0592 -0.8106 0.2803  -0.604
C: 3.8341 -1.5210 -1.1864  -0.187
C: 4.2423 -1.6049 -2.5225  0.343
C: 3.4274 -1.0378 -3.6539  0.337
O: 4.0029 -0.7206 -4.7681  -0.580
O: 5.3803 -2.2151 -2.6319  -0.458
O: 0.3667 0.0244 -1.9523  -0.713
H: 1.7275 0.0659 -4.2985  0.226
H: 4.2969 -1.8104 -0.2545  0.233
C: -4.2438 1.3843 -0.4648  -0.250
O: -2.9169 1.6822 -0.9434  -0.584
C: -2.7633 2.7860 -1.9287  -0.060
C: -1.2364 2.8639 -2.4251  -0.257
N: -0.3222 3.2728 -1.3338  -0.617
C: 0.9490 3.3385 -1.9645  -0.249
C: 1.8776 3.7418 -0.8356  -0.081
O: 1.8273 2.8436 0.3328  -0.558
C: 3.1048 2.8815 0.9322  -0.256
H: -4.2758 0.4817 0.1454  0.198
H: -4.8329 1.1727 -1.3571  0.168
H: -4.7948 2.1334 0.1037  0.174
H: -3.1472 3.6922 -1.4600  0.174
H: -3.4529 2.5521 -2.7397  0.179
H: -1.2118 3.5121 -3.3010  0.178
H: -0.9167 1.9447 -2.9160  0.235
H: -0.5777 4.2403 -1.1970  0.350
H: 0.9392 4.1193 -2.7250  0.179
H: 1.1089 2.3445 -2.3821  0.230
H: 1.7943 4.7803 -0.5152  0.181
H: 2.8134 3.5526 -1.3614  0.190
H: 3.3311 3.9194 1.1765  0.167
H: 4.0122 2.5342 0.4381  0.178
H: 3.0989 2.2078 1.7891  0.198
C: -2.4451 -1.3298 -1.7335  -0.252
O: -2.0657 -1.1471 -0.3753  -0.588
C: -2.5316 -2.1812 0.5569  -0.067
C: -1.2822 -2.8524 1.2693  -0.228
N: -0.5841 -1.9212 2.1630  -0.660
C: 0.6512 -2.4808 2.6680  -0.233
C: 0.5211 -3.0404 4.0892  -0.084
O: -0.2358 -2.0903 4.8458  -0.555
C: -0.9792 -2.6893 5.9794  -0.253
H: -1.8014 -2.0109 -2.2902  0.181
H: -2.2133 -0.3475 -2.1450  0.217
H: -3.4978 -1.5881 -1.8483  0.166
H: -2.9221 -2.9974 -0.0510  0.182
H: -3.2590 -1.8446 1.2956  0.177
H: -0.5812 -3.0866 0.4683  0.205
H: -1.6660 -3.7492 1.7558  0.165
H: -1.1953 -1.5280 2.8644  0.382
H: 1.3659 -1.6580 2.6829  0.206
H: 1.0743 -3.2301 1.9988  0.206
H: 1.5105 -3.1587 4.5309  0.172
H: 0.1809 -4.0744 4.0324  0.165
H: -1.7342 -1.9910 6.3406  0.195
H: -0.2928 -2.7943 6.8196  0.174
H: -1.3470 -3.6914 5.7590  0.177

As for the total charge: 0. As for the energy above the lowest of the compared OMol25 structures with the same formula, charge and spin: 6.6 kcal per mole. For the HOMO energy (alpha / beta), the calculation gives -7.7 / -7.2 eV. Its spin multiplicity is 2. As for the lowest unoccupied orbital energy (alpha / beta): -0.06 / -2.01 eV. For the orbital gap (alpha / beta), the calculation gives 7.66 / 5.17 eV.


[4]
Molecular formula: C18H32N2O4
Method: DFT, the ωB97M-V functional and the def2-TZVPD basis

Each line ends with the natural charge from an NBO analysis.
CARTESIAN COORDINATES (ANGSTROEM)
C: -5.8428 -3.6022 0.8029  -0.635
C: -6.1873 -2.3307 0.0415  -0.075
O: -5.0865 -1.8861 -0.7585  -0.508
C: -4.1473 -1.1634 -0.1470  0.787
O: -4.1598 -0.8567 1.0130  -0.596
C: -3.0541 -0.7652 -1.1325  -0.333
N: -1.9820 -0.0699 -0.4731  -0.629
C: -1.9838 1.2772 -0.3960  0.693
O: -2.7610 1.9865 -0.9983  -0.636
C: -0.8906 1.8109 0.5551  -0.142
N: 0.4250 1.2846 0.2440  -0.613
C: 0.8741 0.0817 0.6429  0.716
O: 0.1633 -0.7267 1.2199  -0.665
C: 2.3171 -0.2135 0.2713  -0.304
C: 2.3137 -1.0949 -0.9844  -0.387
C: 3.7353 -1.4877 -1.3725  -0.394
C: 4.4314 -2.2275 -0.2297  -0.215
C: 5.8514 -2.6243 -0.6225  -0.597
C: 4.4353 -1.3447 1.0185  -0.393
C: 3.0186 -0.9458 1.4159  -0.390
C: -0.8958 3.3472 0.6431  -0.226
C: -0.4375 3.7870 2.0337  -0.599
C: -0.0495 4.0614 -0.4215  -0.398
C: -0.3862 3.6801 -1.8587  -0.613
H: -5.0389 -3.4060 1.5079  0.224
H: -5.5268 -4.3807 0.1126  0.209
H: -6.7153 -3.9458 1.3509  0.216
H: -6.4607 -1.5330 0.7393  0.199
H: -6.9995 -2.5016 -0.6677  0.189
H: -3.4948 -0.0865 -1.8699  0.258
H: -2.6829 -1.6579 -1.6418  0.224
H: -1.4361 -0.5829 0.2165  0.438
H: -1.1634 1.4021 1.5392  0.241
H: 1.0308 1.8851 -0.2902  0.406
H: 2.8477 0.7201 0.0548  0.197
H: 1.8328 -0.5633 -1.8099  0.208
H: 1.7280 -1.9928 -0.7763  0.211
H: 3.7075 -2.1215 -2.2613  0.210
H: 4.3074 -0.5901 -1.6212  0.192
H: 3.8619 -3.1370 -0.0087  0.194
H: 5.8414 -3.2636 -1.5025  0.207
H: 6.3358 -3.1638 0.1882  0.208
H: 6.4451 -1.7406 -0.8482  0.200
H: 4.9089 -1.8769 1.8456  0.210
H: 5.0254 -0.4459 0.8201  0.191
H: 2.4342 -1.8321 1.6679  0.221
H: 3.0448 -0.3032 2.2990  0.210
H: -1.9368 3.6504 0.4956  0.237
H: -1.0981 3.3906 2.8008  0.212
H: -0.4396 4.8717 2.1097  0.210
H: 0.5721 3.4314 2.2326  0.200
H: 1.0162 3.9007 -0.2263  0.179
H: -0.2246 5.1331 -0.3010  0.215
H: -0.1402 2.6422 -2.0726  0.192
H: -1.4494 3.8087 -2.0384  0.235
H: 0.1660 4.3120 -2.5519  0.207

As for the total charge: 0. Its SMILES is CCOC(=O)CNC(=O)[C@@H](NC(=O)[C@H]1CC[C@H](C)CC1)[C@@H](C)CC. As for the energy above the lowest of the compared OMol25 structures with the same formula, charge and spin: 0.5 kcal per mole. For the HOMO energy, the calculation gives -9.3 eV. As for the lowest unoccupied orbital energy: 0.71 eV. For the orbital gap, the calculation gives 9.99 eV.